Molecular formula: C2H7N2
Method: DFT, ωB97M-V with the def2-TZVPD basis set

Bonds (Å) are listed after each position.
Cartesian coordinates (Å):
1 N 1.89 -0.37 -0.16  C3 1.364, H5 0.994, H9 1.025
2 N -1.79 0.36 0.09  C4 1.466, H6 1.027, H8 1.035, H11 1.046
3 C 0.56 -0.25 -0.43  N1 1.364, C4 1.394, H7 1.040
4 C -0.41 0.12 0.51  N2 1.466, C3 1.394, H10 1.088
5 H 2.58 -0.31 -0.88  N1 0.994
6 H -1.94 1.37 0.08  N2 1.027
7 H 0.28 -0.47 -1.40  C3 1.040
8 H -2.51 0.02 0.75  N2 1.035
9 H 2.15 -0.12 0.80  N1 1.025
10 H -0.14 0.35 1.54  C4 1.088
11 H -2.05 0.02 -0.87  N2 1.046

Values from the calculation:
ΔE to the lowest compared entry with this formula, charge and spin: 1.209 eV
Multiplicity: 1
Molar mass: 59.09 Da
Net charge: +1
LUMO energy: -3.7 eV
Structure (SMILES): N/C=C/[NH3+]